# 1
Here is an isolated molecule of C4H5N3 in a non-equilibrium geometry from the OMol25 dataset. Energies are from wB97M-V/def2-TZVPD.

The geometry in ORCA input format:
```
! wB97M-V def2-TZVPD RIJCOSX def2/J DEFGRID3
* xyz 0 1
H 1.626 0.727 -1.471
N -1.804 -0.928 0.578
H -0.663 0.198 2.183
H 0.420 1.993 -1.880
C -0.882 -0.265 0.013
H 0.822 1.659 -0.188
N 1.189 -2.422 1.968
C -0.593 -0.566 1.405
N -0.424 0.237 -1.141
H -0.745 -0.193 -1.999
C 0.372 -1.639 1.706
C 0.681 1.198 -1.175
*
```

Computed properties:
Molar mass = 95.1 g mol⁻¹
HOMO-LUMO gap = 0.382 Ha
Lowest unoccupied orbital energy = 0.59 eV
Energy relative to the best compared isomer or geometry (same formula, charge and spin) = 266.0 kJ/mol
Maximum force = 1.5 eV/A


# 2
Here is a 2-piece molecular cluster, C2H5ClO3 overall in a non-equilibrium geometry from the OMol25 dataset. Energies are from wB97M-V/def2-TZVPD.

The geometry in ORCA input format:
```
! wB97M-V def2-TZVPD RIJCOSX def2/J DEFGRID3
* xyz 0 3
H -0.740 1.666 -0.503
O 0.020 -1.586 -1.032
O 1.979 0.905 0.662
C 1.097 0.904 -0.351
O 1.336 0.642 -1.502
Cl 3.638 0.320 0.478
H -0.283 -2.479 -1.278
C -0.276 1.099 0.346
H -0.279 -0.994 -1.724
H -0.597 0.069 0.631
H -0.158 1.870 1.057
*
```

Computed properties:
Molar mass = 112.5 g mol⁻¹
HOMO-LUMO gap (alpha / beta) = 0.317 / 0.260 Ha
Lowest unoccupied orbital energy (alpha / beta) = 0.70 / -3.72 eV
Energy relative to the best compared isomer or geometry (same formula, charge and spin) = 0.0 kJ/mol
Maximum force = 5.0 eV/A


# 3
Here is a 2-piece molecular cluster, C3H12N overall in a non-equilibrium geometry from the OMol25 dataset. Energies are from wB97M-V/def2-TZVPD.

The geometry in ORCA input format:
```
! wB97M-V def2-TZVPD RIJCOSX def2/J DEFGRID3
* xyz 1 1
C 0.118 1.979 -0.935
H 2.243 -3.249 0.663
N 1.811 -2.517 1.235
H 1.187 -1.925 0.686
H -2.056 1.235 0.735
H 0.113 2.588 -0.036
H -2.158 -0.460 -0.071
H 2.539 -2.127 1.843
C -1.080 1.080 -1.147
H -1.905 1.669 -1.548
H -0.897 0.243 -1.846
H 0.993 1.298 -0.799
H -0.900 0.043 0.865
C -1.603 0.454 0.125
H 0.319 2.730 -1.710
H 1.275 -3.041 1.940
*
```

Computed properties:
Molar mass = 62.1 g mol⁻¹
HOMO-LUMO gap = 0.339 Ha
Lowest unoccupied orbital energy = -4.70 eV
Energy relative to the best compared isomer or geometry (same formula, charge and spin) = 93.2 kJ/mol
Maximum force = 2.2 eV/A


# 4
Here is a 2-piece molecular cluster, C2H7O2 overall in a non-equilibrium geometry from the OMol25 dataset. Energies are from wB97M-V/def2-TZVPD.

The geometry in ORCA input format:
```
! wB97M-V def2-TZVPD RIJCOSX def2/J DEFGRID3
* xyz -1 1
H 0.202 -1.950 1.664
O 0.732 0.388 0.141
H 0.350 0.228 -2.629
C -0.489 -0.125 0.600
H -1.606 -1.781 1.470
C -0.640 -1.346 1.680
H -1.212 0.768 0.805
H -0.902 -0.822 2.718
H 0.586 0.860 -0.870
O 0.575 1.113 -2.197
H -1.105 -0.488 -0.386
*
```

Computed properties:
Molar mass = 63.1 g mol⁻¹
HOMO-LUMO gap = 0.285 Ha
Lowest unoccupied orbital energy = 4.30 eV
Energy relative to the best compared isomer or geometry (same formula, charge and spin) = 125.7 kJ/mol
Maximum force = 5.8 eV/A


# 5
Here is an isolated ion of composition C3H6Cl3N2 and charge +1 in a non-equilibrium geometry from the OMol25 dataset. Energies are from wB97M-V/def2-TZVPD.

The geometry in ORCA input format:
```
! wB97M-V def2-TZVPD RIJCOSX def2/J DEFGRID3
* xyz 1 1
H -1.060 0.213 -1.879
N 0.845 -0.803 1.244
C 2.945 -0.061 -0.015
Cl 3.649 0.222 1.633
C 1.354 -0.113 0.236
Cl 3.445 1.238 -1.132
N 0.699 0.407 -0.752
H 1.230 0.723 -1.471
H -0.057 -0.421 1.481
H 1.545 -0.947 1.986
H -1.020 1.626 -0.738
H -1.156 -0.003 0.032
C -0.748 0.575 -0.848
Cl 3.477 -1.715 -0.399
*
```

Computed properties:
Molar mass = 176.5 g mol⁻¹
HOMO-LUMO gap = 0.405 Ha
Lowest unoccupied orbital energy = -4.20 eV
Energy relative to the best compared isomer or geometry (same formula, charge and spin) = 3.8 kJ/mol
Maximum force = 3.6 eV/A


# 6
Here is C12H36AlB3O6S3 as an isolated structure in a non-equilibrium geometry from the OMol25 dataset. Energies are from wB97M-V/def2-TZVPD.

The geometry in ORCA input format:
```
! wB97M-V def2-TZVPD RIJCOSX def2/J DEFGRID3
* xyz 1 2
C 28.484 25.211 -15.080
H 30.696 22.170 -17.969
H 27.949 22.125 -21.422
C 30.701 26.074 -14.118
H 27.494 23.786 -21.762
H 31.163 23.927 -14.018
H 27.799 27.326 -21.032
Al 29.953 23.587 -19.949
H 28.003 24.364 -24.105
B 30.042 26.150 -21.569
H 30.351 22.370 -26.305
C 28.820 21.207 -25.275
H 31.351 26.305 -13.274
H 32.130 21.200 -18.184
H 25.381 28.730 -19.864
H 28.773 20.387 -24.558
C 25.892 28.229 -20.685
H 27.604 24.608 -14.856
H 25.197 26.753 -22.095
H 32.092 24.695 -15.234
B 27.208 22.888 -21.238
H 30.913 26.872 -14.829
H 25.967 28.935 -21.512
C 31.134 24.761 -14.719
H 26.947 22.381 -25.719
H 29.477 25.311 -21.946
H 26.239 22.518 -21.534
S 29.789 24.217 -15.801
O 26.272 26.886 -17.734
H 28.591 20.772 -26.248
O 29.978 24.659 -17.199
C 25.393 25.915 -20.078
H 23.984 27.393 -21.045
H 32.281 22.942 -18.367
H 29.145 25.167 -12.977
C 29.189 25.839 -13.834
C 27.257 27.764 -20.193
H 24.697 25.446 -19.382
S 30.106 23.432 -24.242
H 28.608 26.711 -13.537
H 32.002 22.294 -16.794
S 26.860 26.433 -19.018
O 30.121 22.960 -22.844
C 27.784 22.345 -25.022
H 29.725 26.421 -20.574
H 28.570 24.208 -25.832
H 27.258 23.115 -20.185
H 28.290 25.982 -15.825
H 31.086 21.282 -25.089
O 30.981 24.502 -24.694
H 29.984 27.006 -22.224
H 27.869 28.542 -19.737
C 28.439 23.719 -24.867
B 31.767 22.155 -17.838
H 27.246 22.091 -24.109
C 25.021 27.055 -21.063
H 31.082 25.871 -21.498
H 25.845 25.072 -20.601
C 30.232 21.919 -25.319
O 27.890 25.398 -19.015
O 29.468 22.835 -15.525
*
```

Computed properties:
Molar mass = 432.0 g mol⁻¹
HOMO-LUMO gap (alpha / beta) = 0.154 / 0.138 Ha
Lowest unoccupied orbital energy (alpha / beta) = -8.74 / -9.15 eV
Maximum force = 6.1 eV/A